{
  "formula": "C93H106N2O32",
  "method": "ωB97M-V/def2-TZVPD",
  "total_energy_ha": -6123.8986,
  "multiplicity": 1,
  "gap_ev": 7.14,
  "elements": ["O", "O", "O", "O", "O", "O", "O", "O", "O", "O", "O", "O", "O", "O", "O", "O", "O", "O", "O", "O", "O", "O", "O", "O", "O", "O", "O", "O", "O", "O", "O", "O", "N", "N", "C", "C", "C", "C", "C", "C", "C", "C", "C", "C", "C", "C", "C", "C", "C", "C", "C", "C", "C", "C", "C", "C", "C", "C", "C", "C", "C", "C", "C", "C", "C", "C", "C", "C", "C", "C", "C", "C", "C", "C", "C", "C", "C", "C", "C", "C", "C", "C", "C", "C", "C", "C", "C", "C", "C", "C", "C", "C", "C", "C", "C", "C", "C", "C", "C", "C", "C", "C", "C", "C", "C", "C", "C", "C", "C", "C", "C", "C", "C", "C", "C", "C", "C", "C", "C", "C", "C", "C", "C", "C", "C", "C", "C", "H", "H", "H", "H", "H", "H", "H", "H", "H", "H", "H", "H", "H", "H", "H", "H", "H", "H", "H", "H", "H", "H", "H", "H", "H", "H", "H", "H", "H", "H", "H", "H", "H", "H", "H", "H", "H", "H", "H", "H", "H", "H", "H", "H", "H", "H", "H", "H", "H", "H", "H", "H", "H", "H", "H", "H", "H", "H", "H", "H", "H", "H", "H", "H", "H", "H", "H", "H", "H", "H", "H", "H", "H", "H", "H", "H", "H", "H", "H", "H", "H", "H", "H", "H", "H", "H", "H", "H", "H", "H", "H", "H", "H", "H", "H", "H", "H", "H", "H", "H", "H", "H", "H", "H", "H", "H"],
  "positions_angstrom": [[-8.362, -4.073, -1.279], [-2.035, 2.009, -0.347], [6.060, 6.238, 1.589], [-3.141, 2.715, 6.170], [-1.187, 0.277, 2.192], [1.773, 4.319, 5.455], [1.841, 1.453, 6.513], [0.071, -2.848, 5.867], [-2.253, 5.108, -4.002], [-3.898, -3.900, 1.517], [3.228, -1.910, -1.148], [-4.773, -1.508, -5.756], [3.252, 3.304, -2.551], [-6.403, -1.072, 3.579], [-3.078, 2.368, 1.480], [-4.113, 2.567, -0.399], [1.769, -7.351, 1.302], [-0.608, 4.950, 0.956], [6.821, 4.863, 5.280], [2.268, -3.930, 2.705], [-1.505, -2.394, -4.135], [6.216, -0.900, -3.443], [8.445, 1.714, 0.477], [-5.848, -0.084, -0.809], [1.683, 9.083, 1.158], [5.100, 1.014, 2.429], [0.696, 2.818, -5.308], [0.677, -5.392, -3.503], [-5.559, -4.991, -5.383], [2.197, -0.089, -6.971], [-2.171, -5.988, -1.834], [3.336, 4.048, 1.344], [-3.096, 2.313, 0.238], [-0.772, -0.050, 1.180], [-7.756, 0.191, 2.082], [-0.389, 4.074, 4.428], [3.646, 1.516, -3.905], [3.214, -4.379, 4.830], [2.773, 1.237, 5.754], [7.531, 3.633, -0.362], [2.125, -4.399, 3.779], [2.946, 5.204, 1.279], [2.786, 0.046, 4.927], [-1.060, 3.111, 7.169], [-2.383, 5.443, -0.530], [0.748, 1.869, 1.504], [-1.989, 3.172, 6.050], [5.447, 0.657, -1.933], [0.574, 4.094, 5.592], [-0.914, -2.584, 1.002], [0.873, -5.826, -2.396], [1.602, -0.402, 1.088], [3.922, 2.300, -2.691], [4.298, -3.601, -2.401], [-6.577, -0.020, 3.007], [1.395, -6.895, 0.225], [0.772, -2.420, -4.771], [3.642, -0.161, 3.940], [-5.659, -0.174, -2.027], [-6.678, -0.949, -2.813], [-0.583, 4.440, -2.503], [-6.160, -3.261, 1.337], [4.515, 0.968, 3.504], [-2.860, 5.506, -1.751], [3.874, 2.221, 5.547], [-2.050, -2.773, 6.967], [-6.354, -1.319, -4.080], [-7.329, -4.010, -0.636], [5.374, 5.291, 7.116], [-0.175, 4.387, -1.276], [-7.368, -3.470, 0.744], [4.879, 1.822, -1.663], [7.559, 4.553, 2.394], [-1.011, -1.135, -6.002], [-4.893, -4.621, -0.441], [-0.641, -2.008, -4.901], [-4.920, -3.935, 0.882], [0.592, 3.804, -5.988], [-5.531, -4.490, -6.466], [2.038, 7.903, 1.130], [6.772, 5.306, 1.322], [1.052, 5.140, -5.399], [3.014, 5.929, 0.037], [0.509, 0.599, 0.697], [2.497, 7.164, -0.121], [-3.863, -7.276, -2.949], [-2.740, -6.254, -2.887], [-4.522, -4.828, -7.440], [-6.010, -4.531, -1.157], [-6.749, -3.719, -6.951], [-5.037, -1.024, -4.676], [1.001, -4.975, -1.230], [0.881, -5.155, 4.191], [1.161, -7.794, -0.907], [-2.414, -5.473, -4.077], [1.390, -0.719, -6.371], [2.345, 5.820, 2.417], [4.648, -3.328, 0.164], [4.254, 0.328, -4.098], [-1.478, -1.208, 0.442], [0.109, 3.710, 6.963], [-1.079, -2.429, 5.819], [3.989, -2.859, -1.136], [1.300, -5.415, -0.002], [1.863, 7.069, 2.365], [8.160, 3.378, 2.125], [-0.072, -0.478, -6.684], [0.028, 3.723, -7.378], [1.763, -1.838, -5.449], [5.392, 0.018, -3.237], [4.753, 5.961, 4.683], [-1.023, 4.931, -0.183], [0.145, -0.497, -1.509], [6.929, 4.803, -0.094], [0.937, -7.311, -2.115], [-1.923, 5.035, -2.854], [-4.209, 0.012, -3.948], [5.774, 5.286, 5.669], [-1.571, -1.557, 4.620], [-2.976, -1.130, 0.696], [0.488, 0.763, -0.774], [-5.737, 1.225, 3.343], [-1.621, 3.699, 4.644], [-4.549, 0.471, -2.740], [-1.270, -1.019, -1.133], [8.086, 2.816, 0.740], [4.632, 2.133, 4.461], [5.182, 6.928, 4.287], [0.995, -3.907, -1.451], [-0.004, 2.595, 1.363], [-3.398, 0.366, -4.527], [4.453, 4.641, 7.112], [1.281, -4.811, 0.931], [-1.577, -1.938, -1.578], [-1.325, 2.653, 8.099], [0.850, 3.756, 7.779], [0.210, 5.860, -5.320], [-3.300, -1.551, 1.642], [0.919, -3.358, -4.239], [-7.402, -3.601, -6.126], [1.758, 5.546, -6.182], [4.578, 5.245, 3.855], [6.498, 5.379, -0.881], [1.700, 2.246, 1.128], [-2.576, -1.887, 7.369], [0.413, -4.819, 5.072], [3.380, -5.385, 5.135], [0.864, -1.249, -1.398], [-0.296, 0.211, -7.520], [-6.056, -4.981, -2.153], [-3.777, 5.994, -1.988], [3.666, -1.098, 3.435], [3.354, 5.366, -0.780], [3.573, -4.401, -2.405], [2.398, 7.662, -1.103], [-1.432, -3.241, 7.723], [-3.592, -1.551, -0.093], [2.764, 1.798, -4.394], [0.880, 3.228, -7.907], [-8.444, -0.677, 2.238], [4.963, 2.408, -0.727], [5.682, -2.827, 0.145], [0.055, -0.225, -2.577], [-1.497, -5.009, -3.949], [-4.992, -5.116, -8.397], [3.817, 6.113, 5.218], [1.335, -0.957, 2.021], [-0.166, 1.568, -1.071], [-7.508, -1.275, -2.138], [7.650, 3.206, -1.391], [4.065, -2.961, 0.988], [1.528, 5.062, -4.363], [-1.987, -0.236, -1.222], [4.155, -3.936, 4.483], [-3.958, -5.094, -0.742], [1.403, 7.529, 3.208], [1.502, 0.977, -0.943], [0.211, -2.669, 0.842], [-2.091, -1.090, -6.215], [2.748, -2.182, -5.575], [2.785, -3.923, 5.716], [-4.497, -7.233, -2.123], [-2.472, -0.992, 4.799], [-3.161, -0.067, 0.745], [-7.050, -1.934, -4.693], [-7.273, -4.326, -7.709], [-2.983, 5.673, 0.333], [8.730, 2.898, 2.869], [7.599, 5.087, 3.361], [-8.244, -2.834, 0.959], [5.103, 6.361, 7.408], [2.513, 0.222, 1.373], [-4.167, 1.321, -2.213], [-5.019, 1.365, 2.487], [2.137, -0.748, 5.135], [3.929, 3.063, 6.229], [0.743, 3.883, -0.988], [-3.872, -5.679, -7.042], [1.891, -1.085, 0.327], [1.145, -6.214, 4.161], [2.344, 5.229, 3.308], [-1.472, -3.442, 0.624], [-6.297, 2.123, 3.414], [-0.784, 3.039, -7.468], [6.253, 0.287, -1.326], [0.944, 1.623, 2.545], [-6.300, -2.826, -7.346], [0.505, -7.922, -2.858], [-2.704, -3.442, 6.471], [4.155, -0.406, -4.854], [1.216, -8.879, -0.614], [-2.353, -5.935, -5.015], [4.894, -4.376, 0.273], [-0.032, 4.022, -3.377], [-2.035, -2.272, 3.960], [-8.259, 1.104, 2.442], [-3.442, -8.284, -2.954], [0.145, -5.043, 3.384], [5.183, -4.178, -2.285], [-0.783, -1.042, 4.205], [-3.795, -4.053, -7.590], [-1.057, -2.572, 2.129], [-7.304, 0.271, 1.087], [-5.158, 1.155, 4.270], [-6.085, -2.579, 2.184], [4.286, -3.016, -3.297], [0.017, 4.407, 3.511], [5.386, 2.937, 4.220], [-4.496, -7.094, -3.803], [-0.271, 4.587, -7.961], [-3.173, -4.675, -3.973], [-2.382, 3.562, 3.892], [6.059, 4.752, 7.744]],
  "atomic_forces_ev_per_a": [[0.7, 0.1, -0.3], [0.5, -0.4, -0.6], [-0.3, 0.5, 0.1], [1.8, 0.8, 0.0], [-1.7, 0.9, 3.1], [-0.8, 0.2, -0.3], [0.6, -0.2, 0.0], [-1.0, 0.6, -0.4], [-0.3, 0.1, -1.4], [0.7, 0.2, 1.1], [0.3, -0.2, 0.1], [0.8, 0.1, 0.0], [0.0, 0.6, 0.5], [0.4, -0.4, -0.1], [-0.2, 0.0, 0.4], [-0.4, 0.1, -0.3], [-0.6, 0.5, -0.7], [-0.1, 0.2, 0.3], [1.0, -0.7, -0.1], [0.2, 1.4, -2.6], [0.3, -0.2, 0.2], [-1.6, 1.7, -0.3], [0.9, -2.2, -0.1], [0.7, 0.0, -1.4], [0.9, -1.6, -0.5], [-0.6, -0.4, 0.9], [0.0, -1.2, 0.1], [0.2, 0.0, -0.6], [0.5, -0.5, 2.1], [1.9, 1.1, -0.9], [-0.3, -0.5, -0.2], [0.2, -0.2, -0.1], [-0.1, 0.4, 0.8], [0.8, -1.3, -3.0], [0.2, -0.6, 0.9], [1.7, 0.5, 1.4], [0.8, -2.6, 0.5], [-0.3, 0.5, -0.4], [-0.6, 1.1, 0.4], [-0.3, 1.0, -0.3], [-0.1, -1.2, 2.8], [0.6, -1.1, -0.1], [0.8, -0.6, -0.6], [0.8, 1.1, -0.9], [0.2, -0.4, 1.4], [1.1, -1.0, -0.4], [-3.3, -1.3, -1.4], [1.7, 1.1, 0.7], [0.5, 0.0, 0.1], [1.5, 1.5, 1.4], [-0.1, -1.7, 0.7], [1.0, 0.7, 2.2], [-0.4, 0.7, 0.2], [-0.2, -0.5, 1.0], [-0.4, 1.4, 1.5], [1.4, 0.3, 1.1], [0.8, -0.9, -0.1], [0.5, 1.2, -0.1], [-1.6, -0.3, 1.3], [1.1, -0.5, -0.3], [-0.9, 0.0, -2.7], [-1.6, 0.0, 0.2], [0.8, 0.8, -0.5], [2.0, -0.2, -1.0], [-0.4, -0.1, 0.1], [1.4, 1.4, -0.8], [-1.9, -0.7, 1.3], [-0.5, -0.8, 0.4], [-1.8, 0.0, -0.4], [0.5, -0.3, 1.9], [2.0, 1.7, -0.5], [-1.0, 0.3, 0.0], [-0.1, 0.5, -0.5], [-0.5, 0.6, -1.0], [-0.9, 0.7, 0.6], [-0.3, 0.0, 0.5], [0.0, -0.5, -0.9], [-0.6, 1.5, 1.3], [-2.6, -0.3, -0.4], [-1.5, 0.7, -0.2], [1.0, -1.5, -0.2], [0.6, 0.6, -0.4], [-1.0, 1.9, -0.8], [0.0, -0.4, 1.3], [0.3, 0.1, 0.7], [1.0, 0.1, -1.0], [0.1, -0.7, 1.3], [2.3, -2.0, -0.8], [-0.4, -0.8, -1.1], [1.2, -0.9, -0.6], [-0.7, 0.9, 0.6], [1.0, 1.5, 0.9], [0.0, -0.4, -2.4], [0.3, -1.2, 0.8], [-1.1, 1.0, 0.6], [-1.8, -0.6, 0.3], [-0.7, 1.5, 1.0], [1.5, 1.3, -0.9], [0.9, 1.5, 0.2], [0.5, -2.1, -1.4], [0.6, -0.3, 0.6], [0.5, 1.1, 0.4], [0.1, 0.0, 0.2], [-1.3, -0.5, 0.5], [1.1, -0.7, -0.8], [-1.1, 1.9, -0.9], [-0.1, -0.1, 0.1], [1.4, -0.5, -1.0], [-2.3, 0.8, -0.5], [1.0, -2.8, 0.7], [0.9, -0.4, 0.4], [0.1, -0.3, -0.4], [-2.7, 0.3, -1.2], [0.3, -0.8, 0.3], [-0.9, 0.9, 0.0], [-0.3, 0.1, 1.2], [-0.6, -0.8, -0.1], [-1.3, 1.8, -0.4], [-1.7, -2.6, 2.2], [0.3, 1.0, 0.8], [-0.6, -0.2, -0.2], [1.3, -1.2, -1.1], [-0.8, -1.2, 1.9], [-0.3, -0.4, -0.4], [1.3, 0.9, 3.0], [-0.6, 1.1, 0.5], [0.9, 0.5, -0.5], [-0.5, -1.1, 0.4], [-0.3, -0.1, 0.1], [-1.0, 0.8, 0.1], [0.8, 0.6, -0.3], [0.4, 1.1, 0.3], [0.5, -0.2, -1.0], [-0.1, -0.5, -0.6], [-0.4, -0.1, 0.2], [-0.2, 0.1, -0.8], [0.3, -0.5, -0.2], [0.2, -0.1, 0.1], [0.0, 0.3, 0.3], [-0.6, 0.5, 0.7], [-0.5, 0.0, 1.0], [0.2, 0.6, 0.3], [-0.3, 0.5, -0.3], [0.0, 0.2, -0.1], [0.2, -0.5, -0.4], [0.0, 0.1, 1.3], [0.3, -1.0, 0.2], [1.2, -1.1, 0.0], [0.3, -0.4, 0.7], [-0.2, 0.2, 0.2], [-0.6, -0.1, -0.4], [0.1, -0.5, -0.6], [0.5, -0.7, -1.1], [-0.8, -0.2, -0.4], [0.2, -0.2, 0.8], [-0.3, -0.3, 0.2], [0.4, -0.1, -0.2], [-0.9, 0.6, -1.1], [-0.6, 0.4, -0.1], [0.6, 0.7, -0.6], [0.0, -0.5, -0.7], [-1.4, -0.4, 0.2], [0.4, -0.3, 0.3], [1.7, 1.0, 0.5], [0.4, 0.2, 0.3], [0.0, 0.2, -0.2], [0.2, 0.3, -0.6], [0.1, 0.3, -0.1], [0.4, 0.3, -1.3], [-0.2, 0.5, 1.1], [-0.1, 0.1, 0.5], [-0.4, -0.2, -1.7], [-0.5, 0.6, -1.3], [-0.4, 0.1, 0.2], [-0.3, 0.1, 0.0], [-0.3, 0.4, 0.5], [1.5, 0.7, -0.8], [-1.5, -0.1, -0.1], [0.5, 0.2, 0.1], [1.2, -0.5, 0.4], [0.2, 0.5, 0.2], [-0.8, 0.2, 1.8], [0.1, 0.9, 0.7], [-0.7, 0.3, -0.1], [0.7, 0.5, 0.5], [0.4, 0.4, 0.0], [-0.1, 0.4, 0.2], [0.5, -0.8, 0.6], [0.0, -0.7, -0.6], [0.4, -0.8, 0.3], [0.4, -1.6, -0.1], [-1.0, -0.8, -0.5], [0.8, 0.3, 0.1], [-0.5, 0.1, 0.7], [-1.2, -0.9, 0.7], [-0.1, -0.3, -0.1], [0.1, 0.2, 0.1], [-1.1, 0.9, -0.5], [0.1, -0.5, -0.5], [0.0, -0.1, 0.5], [-0.3, -0.3, 0.5], [0.0, 0.3, -0.3], [-0.8, 0.7, -0.2], [-0.6, -0.7, 0.4], [0.0, -0.4, 0.5], [-0.3, 0.1, 0.2], [-0.6, 0.8, -0.4], [0.2, -0.7, -1.2], [-1.2, -0.9, 0.1], [-0.8, -0.2, -1.0], [-0.3, 1.2, -0.6], [-0.8, -0.9, -1.3], [-0.4, -0.4, -0.3], [-0.5, 0.3, 1.0], [0.4, -0.6, -0.8], [0.2, -0.2, -0.7], [0.0, 0.1, -0.3], [0.1, 0.1, 0.1], [1.2, -0.1, -0.1], [1.6, 1.1, -1.0], [0.1, 0.8, -0.4], [0.2, -0.1, -1.3], [-0.7, 0.2, -0.1], [-0.1, -0.5, -0.3], [0.1, -0.4, 0.0], [-0.1, 0.3, -0.4], [0.2, 0.2, -1.0], [-0.8, -1.2, 0.1], [0.0, -0.2, -0.6], [0.4, 0.6, 0.5], [0.1, -0.2, -0.9], [-0.2, 0.2, -0.1], [0.6, 0.4, 0.3]]
}